ORCA calculation (the ωB97M-V functional and the def2-TZVPD basis) on the molecule C4H6O2.

Cartesian coordinates (Å):
O: -1.626017 0.494679 0.566384
C: -0.905727 -0.365957 -0.255471
C: 0.173593 0.182108 -1.148322
C: 0.529605 -0.579540 0.098680
C: 1.150457 0.190034 1.231529
O: 0.922769 -0.004420 2.397867
H: -2.276970 0.950930 0.018649
H: -1.465272 -1.233904 -0.605459
H: 0.361753 -0.255631 -2.122396
H: 0.332124 1.257636 -1.097784
H: 0.915474 -1.591859 0.002357
H: 1.888214 0.955929 0.913964

Atoms 1-3, force components in eV/Å:
-0.119 0.257 -0.090
0.068 -0.264 -0.146
0.056 0.102 -0.180

Its total charge is 0. The calculation puts the strongest force on any atom at 0.0099 hartree/bohr. The HOMO-LUMO gap comes out at 0.390 Ha. The SMILES is O=C[C@@H]1C[C@@H]1O. Its HOMO energy is -9.81 eV. For the relative energy (zero: lowest compared OMol25 entry of this formula, charge and spin), the calculation gives 44.2 kcal/mol. Its total energy is -8338.5462 eV.

ORCA calculation (the ωB97M-V functional and the def2-TZVPD basis) on a cluster of 10 separate species, C6H32NO10 in total.

Cartesian coordinates (Å):
C: -1.250125 0.407729 1.645305
O: -1.616761 -0.535868 2.638284
C: -2.360969 0.948735 0.665834
C: -1.780976 1.433551 -0.677645
C: -2.838933 2.262454 -1.482301
C: -1.168287 0.293431 -1.464553
C: -0.471615 0.778872 -2.708824
N: -3.365742 -0.137678 0.662721
H: -0.465230 0.002749 1.007688
H: -0.857266 1.293008 2.111572
H: -2.771038 1.849625 1.264743
H: -1.009159 2.140753 -0.306932
H: -2.246211 3.003018 -2.092524
H: -3.593535 2.666487 -0.810752
H: -3.188151 1.540369 -2.205778
H: -0.538120 -0.392360 -0.916446
H: -1.921683 -0.469001 -1.714790
H: 0.514900 1.230060 -2.552234
H: -0.236386 0.045458 -3.480383
H: -0.991739 1.525758 -3.324210
H: -3.128894 -0.893984 0.014086
H: -4.264310 0.284451 0.495133
H: 2.680112 -0.829131 -0.460559
H: 3.525128 -2.057478 -0.993515
O: 2.813687 -1.478922 -1.303359
H: 3.909710 0.755432 0.957308
H: 3.393505 1.744695 -0.143860
O: 4.060389 1.651181 0.546297
H: 1.394136 2.359795 0.561508
H: 0.455082 3.305576 1.127677
O: 1.148746 3.301068 0.456331
H: 1.307180 -2.344625 0.452044
H: 3.105524 -1.294987 1.502706
O: 2.823900 -0.555268 0.948958
H: -1.328965 -2.250488 2.032945
H: -2.521999 -0.781369 2.356012
O: -1.297458 -3.080794 1.526149
H: 2.069551 1.827576 1.993430
H: 1.763429 0.432299 1.693290
O: 1.277914 1.263104 2.026599
H: 2.993460 -0.441634 -2.635546
H: 3.635144 0.972945 -2.357921
O: 3.175282 0.455766 -3.022005
H: 1.556567 -3.263849 -0.733350
H: -0.421496 -3.468823 1.452661
O: 1.127482 -3.237916 0.126715
H: -3.013978 -2.851313 0.158099
H: -1.765688 -2.638753 -0.552710
O: -2.720410 -2.560558 -0.720691

Atoms 1-3, force components in eV/Å:
0.495 0.965 -1.337
-0.896 0.073 -0.502
-0.417 -0.604 2.397

Its total charge is -1. The calculation puts the strongest force on any atom at 0.0492 hartree/bohr. The HOMO-LUMO gap comes out at 0.352 Ha. Its HOMO energy is -6.62 eV. For the relative energy (zero: lowest compared OMol25 entry of this formula, charge and spin), the calculation gives 28.9 kcal/mol. Its total energy is -28708.1000 eV.

ORCA calculation (the ωB97M-V functional and the def2-TZVPD basis) on a cluster of 14 separate species, C38H53BrN18S in total.

Cartesian coordinates (Å):
C: -2.982502 -3.921615 -0.629564
C: -1.876538 -4.014697 0.243178
C: -0.956528 -2.773158 0.266846
C: -0.250186 -2.371374 1.521181
N: 0.609453 -1.337410 1.672659
C: 0.715640 -0.648199 0.452600
C: 1.615277 0.593317 0.400687
S: 2.523688 1.114278 1.914348
C: 1.768838 1.397211 -0.813524
Br: 2.935354 2.982720 -0.814316
C: 1.046006 1.013185 -2.075868
C: 1.137409 1.788416 -3.427813
C: -0.056299 2.870923 -3.581712
N: -0.451967 2.988839 -5.001776
N: -1.262737 2.508814 -2.810462
N: 0.464619 4.132027 -2.996810
C: 0.203157 -0.165912 -2.032267
C: 0.008261 -0.993898 -0.794394
N: -0.833519 -2.095231 -0.903809
H: -3.054790 -4.538133 -1.570187
H: -3.804481 -3.178879 -0.440212
H: -1.672358 -4.941289 0.836972
H: -0.414946 -3.019969 2.426062
H: 1.560746 1.078980 2.892129
H: 2.149379 2.258184 -3.529273
H: 1.051798 1.053801 -4.283644
H: -0.506311 3.972732 -5.274938
H: -1.411678 2.626297 -5.114084
H: -1.127818 2.640537 -1.806865
H: -1.589911 1.565867 -3.018058
H: -0.363945 4.638722 -2.673300
H: 0.936510 4.621942 -3.759614
H: -0.341596 -0.465096 -2.962836
C: -3.260079 -0.075878 -6.759129
C: -3.101292 1.349701 -6.485454
N: -2.977831 2.471829 -6.268188
H: -3.284275 -0.277636 -7.831148
H: -2.438977 -0.658491 -6.337604
H: -4.188919 -0.464085 -6.332726
C: -7.342035 -0.167961 -4.970900
C: -6.415690 -1.123914 -5.571254
N: -5.685966 -1.876010 -6.042953
H: -8.216113 -0.008059 -5.603828
H: -7.700165 -0.514992 -4.000597
H: -6.868562 0.803223 -4.816238
C: 4.722806 -1.903889 3.111659
C: 5.333514 -3.058466 3.764497
N: 5.815063 -3.967285 4.278729
H: 5.469560 -1.155186 2.839679
H: 4.201683 -2.189318 2.196561
H: 3.994322 -1.415739 3.759221
C: 9.317265 -2.464411 2.100897
C: 8.458954 -1.317324 1.816521
N: 7.782480 -0.415887 1.594965
H: 9.112376 -2.880656 3.088578
H: 9.169448 -3.263487 1.373056
H: 10.372792 -2.189414 2.074336
C: 2.037135 -3.552924 6.296751
C: 1.854787 -2.480035 5.322250
N: 1.706547 -1.637918 4.553509
H: 1.637845 -3.281937 7.272504
H: 1.533688 -4.469418 5.981952
H: 3.092738 -3.793507 6.434079
C: -2.431513 7.446036 -2.829417
C: -1.966455 6.893693 -4.100311
N: -1.600786 6.459512 -5.098865
H: -2.517560 6.671468 -2.065101
H: -1.746191 8.205043 -2.448802
H: -3.407406 7.912206 -2.929897
C: -3.935480 7.636144 0.939559
C: -4.224243 8.282515 -0.338335
N: -4.451361 8.790846 -1.343411
H: -2.994940 7.990449 1.364265
H: -4.717241 7.832302 1.673542
H: -3.855975 6.553152 0.831907
C: -5.551161 10.400008 4.280045
C: -5.221710 8.977391 4.238929
N: -4.962968 7.858548 4.207055
H: -5.961976 10.686538 5.249211
H: -4.670362 11.018985 4.102844
H: -6.291228 10.660448 3.521799
C: 5.540163 0.490159 -3.566060
C: 4.780834 1.277208 -4.534510
N: 4.185583 1.895781 -5.298914
H: 4.882438 -0.105985 -2.928848
H: 6.224707 -0.197724 -4.059557
H: 6.133195 1.123539 -2.913522
C: 0.110340 -6.428430 8.201508
C: 1.069361 -5.467224 8.737118
N: 1.825307 -4.706930 9.151547
H: -0.849063 -5.956806 7.983719
H: 0.469504 -6.876158 7.274226
H: -0.078642 -7.241772 8.904418
C: -2.480972 -8.449165 5.049585
C: -1.429464 -7.437258 4.989704
N: -0.604010 -6.639811 4.939786
H: -2.650133 -8.792388 6.071278
H: -3.431352 -8.064782 4.676573
H: -2.228426 -9.325910 4.451043
C: -5.539742 -8.608272 1.800737
C: -5.825036 -8.725578 3.228987
N: -6.051092 -8.818128 4.352281
H: -6.263771 -9.163124 1.202354
H: -5.572116 -7.568574 1.471234
H: -4.549480 -8.996995 1.557901
C: 8.971193 3.214467 -5.132395
C: 8.520396 2.105445 -4.296158
N: 8.165108 1.233949 -3.637396
H: 9.964356 3.557584 -4.838745
H: 9.022385 2.926399 -6.183380
H: 8.295862 4.068342 -5.060597

Atoms 1-3, force components in eV/Å:
0.626 -0.274 0.371
-0.452 1.470 -1.004
-0.674 0.283 1.346

Its total charge is 0. The calculation puts the strongest force on any atom at 0.0790 hartree/bohr. The HOMO-LUMO gap comes out at 0.261 Ha. Its HOMO energy is -7.88 eV. Its total energy is -147956.1842 eV.

ORCA calculation (the ωB97M-V functional and the def2-TZVPD basis) on the molecule C4H8N2O.

Cartesian coordinates (Å):
O: -2.627897 -1.400033 0.559560
C: -1.541765 -0.898472 0.298611
N: -0.719200 -0.464599 1.365177
C: 0.365725 0.438915 1.104653
C: 0.870346 -0.114048 -0.208382
C: 1.036130 0.784209 -1.290562
N: -0.937051 -0.733284 -0.887471
H: -1.246428 -0.303123 2.199482
H: 0.086586 1.506717 0.993240
H: 1.090456 0.393009 1.938216
H: 1.597545 -0.931513 -0.165023
H: 1.986559 1.073787 -0.703566
H: 1.242745 0.299720 -2.248374
H: 0.301460 1.594694 -1.329335
H: -1.493957 -1.239878 -1.605879

Atoms 1-3, force components in eV/Å:
0.003 0.181 -0.293
0.074 -0.183 0.796
-0.564 -0.007 0.655

Its total charge is 0. The calculation puts the strongest force on any atom at 0.0753 hartree/bohr. The HOMO-LUMO gap comes out at 0.346 Ha. Its HOMO energy is -9.03 eV. For the relative energy (zero: lowest compared OMol25 entry of this formula, charge and spin), the calculation gives 75.9 kcal/mol. Its total energy is -9303.1018 eV.

ORCA calculation (the ωB97M-V functional and the def2-TZVPD basis) on a structure of composition C7H12N3S3.

Cartesian coordinates (Å):
C: -3.259040 -1.494931 0.802419
C: -4.002076 -0.614215 0.090221
C: -2.000207 0.206243 0.515680
C: 3.947488 -0.522541 0.097707
C: 3.318696 0.664582 0.778097
C: 0.579410 0.411795 0.181689
C: -3.482135 1.796227 -0.633491
N: -2.021054 -0.991363 1.014539
N: -3.179233 0.520954 -0.070352
N: 2.979745 -1.216156 -0.987616
S: 1.941114 1.365948 -0.276646
S: 0.367794 -1.279635 0.246151
S: -0.746785 1.477931 0.449666
H: -3.381137 -2.461239 1.058430
H: -4.965202 -0.851674 -0.252122
H: 4.673008 -0.135344 -0.615738
H: 4.382508 -1.184982 0.750881
H: 3.047841 0.528657 1.794053
H: 4.122989 1.432711 0.821380
H: -2.849593 2.014738 -1.480252
H: -4.537936 1.887885 -0.844799
H: -3.182545 2.620613 0.078848
H: 3.176188 -0.765761 -1.949629
H: 3.277614 -2.225064 -1.088484
H: 1.792555 -1.185367 -0.480636

Atoms 1-3, force components in eV/Å:
1.299 2.530 -1.164
1.433 0.734 0.559
-1.055 0.936 -0.349

Its total charge is +1. The calculation puts the strongest force on any atom at 0.0905 hartree/bohr. The HOMO-LUMO gap comes out at 0.268 Ha. Its HOMO energy is -11.81 eV. For the relative energy (zero: lowest compared OMol25 entry of this formula, charge and spin), the calculation gives 24.5 kcal/mol. Its total energy is -44420.8282 eV.

ORCA calculation (the ωB97M-V functional and the def2-TZVPD basis) on a structure of composition C3H3BrCl2.

Cartesian coordinates (Å):
C: 0.404340 0.211924 -0.263361
C: -0.664409 -0.359549 -0.623190
C: -0.890686 -1.520500 2.721835
Cl: -0.882275 -3.216941 3.126155
Cl: 0.761111 -0.809449 2.829028
Br: -2.059906 -0.622131 3.896609
H: 1.109742 0.660537 -0.806562
H: 0.750575 -0.008736 0.776420
H: -1.416787 -0.971567 -0.173063

Atoms 1-3, force components in eV/Å:
0.144 -1.489 3.588
-1.822 -0.698 -0.915
1.478 -0.117 1.656

Its total charge is 0. The calculation puts the strongest force on any atom at 0.0773 hartree/bohr. The HOMO-LUMO gap (alpha / beta) comes out at 0.243 / 0.355 Ha. Its HOMO energy (alpha / beta) is -8.57 / -9.64 eV. For the relative energy (zero: lowest compared OMol25 entry of this formula, charge and spin), the calculation gives 108.6 kcal/mol. Its total energy is -98241.2369 eV.